ORCA calculation (ωB97M-V/def2-TZVPD) on a structure of composition C39H56F4N8NbO.

CARTESIAN COORDINATES (ANGSTROEM)
C (2.76993, 3.02017, 3.46141)
C (1.66167, 1.99593, 2.78478)
C (1.62053, 2.12771, 1.11284)
N (2.40652, 0.95302, 0.63107)
Nb (1.29493, -0.57848, -0.37634)
C (2.12458, -2.28388, 0.87296)
C (3.43798, -2.03985, 1.76971)
N (4.50299, -1.11104, 1.30454)
C (-0.53440, -0.40509, 1.01527)
C (-1.81530, -0.24941, 0.00218)
C (-3.06303, -1.26512, 0.23188)
C (-2.68677, -2.79782, 0.66675)
N (-2.51296, -3.07073, 2.10217)
C (-1.38682, -3.88591, 2.56594)
C (-3.43542, -2.46359, 3.07150)
C (-3.32738, -0.90254, 3.67018)
O (-4.50350, -3.18724, 3.49715)
C (2.86318, -0.80876, -2.05674)
F (2.05428, -0.87116, -3.33431)
F (3.69964, 0.43956, -2.23574)
C (3.73721, -2.17802, -2.04516)
F (5.13054, -2.01959, -1.47479)
F (4.01687, -2.45986, -3.50845)
H (3.64940, 3.26803, 2.69559)
H (3.20545, 2.65867, 4.48200)
H (2.14357, 4.01150, 3.68914)
H (1.92741, 0.86829, 3.06442)
H (0.59121, 2.22345, 3.21643)
H (0.53942, 2.25850, 0.69106)
H (2.25896, 3.10718, 0.89111)
H (3.28848, 1.23805, 0.15314)
H (0.52982, 0.70845, -1.38526)
H (0.29340, -1.82849, -1.29694)
H (2.28541, -3.30669, 0.27522)
H (1.25730, -2.56911, 1.64795)
H (3.09551, -1.72912, 2.86516)
H (3.95943, -3.10832, 1.90517)
H (4.49069, -0.27393, 1.96437)
H (5.45863, -1.52446, 1.24486)
H (-0.53330, 0.52313, 1.71564)
H (-0.55047, -1.35084, 1.70284)
H (-1.46363, -0.39574, -1.12950)
H (-2.23893, 0.85863, 0.03703)
H (-3.62770, -1.34701, -0.81867)
H (-3.84512, -0.72951, 0.93918)
H (-1.73281, -3.09804, 0.04197)
H (-3.56068, -3.49971, 0.25366)
H (-0.60983, -3.31670, 3.24644)
H (-0.77071, -4.33396, 1.65051)
H (-1.79088, -4.80597, 3.20950)
H (-3.59629, -0.97554, 4.80500)
H (-2.23744, -0.47384, 3.56285)
H (-4.11010, -0.18729, 3.13719)
H (3.19837, -3.14615, -1.67347)
N (-5.93540, -7.96525, 1.51305)
C (-5.61026, -6.68156, 1.78094)
C (-4.81250, -6.29483, 2.84591)
C (-4.31978, -7.28274, 3.69193)
C (-4.63873, -8.61373, 3.44320)
C (-5.44085, -8.90227, 2.35084)
H (-6.02155, -5.94744, 1.09422)
H (-4.58135, -5.24876, 3.01193)
H (-3.69227, -7.01786, 4.53793)
H (-4.27098, -9.40701, 4.08409)
H (-5.71478, -9.92625, 2.11267)
N (-4.40593, 1.88644, -0.04495)
C (-5.31444, 1.79457, 0.95080)
C (-6.62659, 2.22571, 0.83894)
C (-7.03368, 2.78960, -0.36555)
C (-6.12048, 2.89967, -1.40914)
C (-4.83089, 2.43664, -1.20302)
H (-4.94779, 1.35055, 1.87171)
H (-7.31429, 2.12471, 1.67089)
H (-8.05407, 3.14017, -0.49023)
H (-6.40637, 3.33483, -2.36002)
H (-4.08248, 2.49701, -1.98823)
N (-1.62839, -1.69710, -3.19308)
C (-2.89685, -2.05228, -3.49343)
C (-3.22612, -3.15574, -4.26422)
C (-2.19305, -3.94276, -4.76207)
C (-0.87612, -3.60156, -4.47155)
C (-0.64680, -2.48132, -3.68900)
H (-3.66735, -1.40505, -3.08468)
H (-4.26283, -3.39541, -4.47171)
H (-2.41219, -4.81489, -5.37118)
H (-0.04860, -4.19407, -4.84491)
H (0.36351, -2.17586, -3.43153)
N (4.71046, 4.53450, -0.75666)
C (5.50024, 5.40339, -0.08835)
C (6.74024, 5.07256, 0.43423)
C (7.19922, 3.77043, 0.26599)
C (6.40778, 2.85208, -0.41619)
C (5.18357, 3.27816, -0.90577)
H (5.09675, 6.40598, 0.01972)
H (7.33349, 5.81204, 0.96004)
H (8.16568, 3.47367, 0.66289)
H (6.73670, 1.82966, -0.56356)
H (4.53108, 2.59978, -1.44831)
N (3.82138, 9.30786, -4.81212)
C (3.12889, 9.22423, -3.65505)
C (3.28810, 8.20135, -2.73390)
C (4.21059, 7.19936, -3.01592)
C (4.93770, 7.25674, -4.20047)
C (4.71104, 8.32159, -5.05758)
H (2.41894, 10.02777, -3.48198)
H (2.70665, 8.18606, -1.81906)
H (4.36195, 6.38067, -2.31844)
H (5.66368, 6.49117, -4.44969)
H (5.25629, 8.41301, -5.99280)

The LUMO energy is 2.23 eV. The total energy comes out at -67727.110 eV. As for the HOMO energy: -5.1 eV. As for the charge: -1. Its frontier orbital gap is 7.288 eV.